Computed, not measured: C5H13N3O as an isolated structure, with ωB97M-V/def2-TZVPD.

Summary:
- maximum force (eV/Å) = 0.76
- Kohn-Sham gap (alpha / beta) (eV) = 7.28 / 7.28
- energy relative to the best compared isomer or geometry (same formula, charge and spin) (kcal per mole) = 191.2
- HOMO (alpha / beta) (eV) = -6.662 / -6.664
- lowest unoccupied orbital energy (alpha / beta) (Eh) = 0.02265 / 0.02265

Last column: Löwdin charge in e.
Atoms and positions in Å:
C 0.5277 0.2532 0.3785  -0.2450
C -2.2452 0.4644 -0.3504  -0.1352
C -1.3622 -1.7678 0.1161  -0.1275
C 0.2897 1.5725 1.0724  -0.0473
N -1.0934 -0.3988 -0.2513  -0.2385
N 2.7074 0.4033 0.3096  -0.1265
C 0.6890 0.1267 -0.9952  -0.1292
O 3.0397 -1.0126 0.1245  -0.2167
N 1.0316 0.1649 -2.1500  0.2440
H 3.4313 -1.2441 0.9726  0.0534
H 3.0678 0.8016 -0.5617  0.0171
H 0.8118 -0.6089 0.9651  0.1241
H 0.3680 -0.1114 -2.8676  0.1093
H -2.9553 0.0994 -1.1053  0.0790
H -2.7906 0.5484 0.6035  0.0813
H -1.8606 -1.8474 1.0956  0.0830
H -1.9392 1.4693 -0.6488  0.0756
H -0.4237 -2.3278 0.1695  0.0797
H -2.0009 -2.2674 -0.6242  0.0793
H -0.5960 1.4990 1.7047  0.0811
H 1.1609 1.8002 1.6825  0.0734
H 0.1421 2.3833 0.3600  0.0856

Cartesian forces, eV/Å:
-0.2125 -0.1160 0.3674
0.0432 -0.0264 0.0602
0.0123 0.0692 0.0286
-0.0313 -0.0295 -0.0862
0.7018 0.2741 -0.0717
-0.3622 -0.1675 -0.1453
0.0165 -0.0900 -0.5611
-0.1857 0.2426 0.1070
-0.2355 -0.0704 0.3964
0.0016 0.0309 -0.1130
0.0307 -0.0376 0.0769
0.0170 -0.0675 -0.0441
0.0555 0.0142 0.0702
0.0580 0.0095 0.0510
0.0364 -0.0152 -0.0557
0.0312 0.0192 -0.0634
-0.0097 -0.0185 0.0069
-0.0210 0.0223 0.0009
0.0410 0.0465 0.0393
0.0259 -0.0170 -0.0287
-0.0226 -0.0404 -0.0373
0.0094 -0.0324 0.0017